Run one
This record from the Open Molecules 2025 dataset describes a gas-phase ion, C3H9N2S (charge +1). The level of theory is the ωB97M-V functional and the def2-TZVPD basis.

Each atom is followed by the atoms it is bonded to, with distances in Å.
Atoms and positions in Å:
1 N 0.61265 -1.74235 0.54626  C2 1.513, H7 1.003, H8 1.009
2 C -0.03257 -1.09264 -0.65832  N1 1.513, N3 1.575, S6 1.787, H9 1.031
3 N 0.72810 0.27707 -0.82049  C2 1.575, C4 1.471, H10 0.979, H11 1.051
4 C 0.35670 1.19764 0.26525  N3 1.471, C5 1.554, H12 1.065, H13 1.101
5 C -1.19132 1.12449 0.38461  C4 1.554, S6 1.947, H14 1.092, H15 1.009
6 S -1.71863 -0.62119 -0.29885  C2 1.787, C5 1.947
7 H 0.05165 -1.66557 1.37399  N1 1.003
8 H 0.93465 -2.69852 0.53122  N1 1.009
9 H -0.03203 -1.76060 -1.44425  C2 1.031
10 H 0.19409 0.59931 -1.57516  N3 0.979
11 H 1.74949 0.35916 -1.05631  N3 1.051
12 H 0.76150 2.17707 0.15999  C4 1.065
13 H 0.66547 0.82229 1.25264  C4 1.101
14 H -1.44157 1.14099 1.44718  C5 1.092
15 H -1.63817 1.88284 -0.10774  C5 1.009

Calculated values
* charge: +1
* SMILES: N[C@@H]1[NH2+]CCS1
* E_HOMO: -0.4986 hartree
* gap between HOMO and LUMO: 10.26 eV
* LUMO energy: -3.302 eV
* spin multiplicity: 1

Run two
This record from the Open Molecules 2025 dataset describes a gas-phase ion, C3H9N2S (charge +1). The level of theory is the ωB97M-V functional and the def2-TZVPD basis.

Each atom is followed by the atoms it is bonded to, with distances in Å.
Atoms and positions in Å:
1 C 1.87175 0.28395 0.59907  C2 1.831, H7 1.079, H8 1.085, H9 1.077
2 C 0.04164 0.23740 0.56540  C1 1.831, S3 1.852, C4 1.474, H10 1.090
3 S -0.43258 -1.15791 1.68723  C2 1.852, H11 1.330
4 C -0.73383 0.02980 -0.67072  C2 1.474, N5 1.318, N6 1.309
5 N -2.01463 0.33071 -0.58640  C4 1.318, H12 1.012, H13 1.011
6 N -0.21931 -0.48664 -1.75751  C4 1.309, H14 1.007, H15 1.012
7 H 2.20492 -0.73390 0.46438  C1 1.079
8 H 2.20464 0.93710 -0.20035  C1 1.085
9 H 2.12309 0.67726 1.56948  C1 1.077
10 H -0.24164 1.17372 1.04508  C2 1.090
11 H 0.29295 -0.73203 2.71702  S3 1.330
12 H -2.39610 0.66453 0.28933  N5 1.012
13 H -2.67054 0.14951 -1.33346  N5 1.011
14 H 0.76544 -0.68717 -1.82317  N6 1.007
15 H -0.79581 -0.68633 -2.56537  N6 1.012

Calculated values
* charge: +1
* SMILES: C[C@H](S)C(N)=[NH2+]
* E_HOMO: -0.4868 hartree
* gap between HOMO and LUMO: 9.50 eV
* LUMO energy: -3.746 eV
* spin multiplicity: 1

Stability ranking, top entry: run two; the second entry is 1.029 eV less favorable.

Run one
This record from the Open Molecules 2025 dataset describes 3 unconnected molecules or ions with the total composition C3H9N2S. The level of theory is the ωB97M-V functional and the def2-TZVPD basis.

Each atom is followed by the atoms it is bonded to, with distances in Å.
Atoms and positions in Å:
1 C -1.19973 -1.45151 0.02955  C2 1.548, C3 1.425, H7 1.089, H8 1.111
2 C -2.22073 -0.28746 0.04728  C1 1.548, S6 1.938, H9 1.013, H10 0.999
3 C -0.11235 -0.53744 -0.08242  C1 1.425, S6 1.679
4 N 2.00154 -0.95443 0.01702  H11 1.013, H12 1.011
5 N 1.46732 2.04296 0.02978  H13 0.998, H14 0.999, H15 1.023
6 S -0.77685 1.00327 -0.02870  C2 1.938, C3 1.679
7 H -1.33123 -1.90028 1.01287  C1 1.089
8 H -1.46042 -2.00496 -0.89741  C1 1.111
9 H -2.77874 -0.06120 -0.76781  C2 1.013
10 H -2.68197 -0.03842 0.89812  C2 0.999
11 H 1.87740 -1.94016 -0.17853  N4 1.013
12 H 2.14922 -0.43873 -0.83958  N4 1.011
13 H 1.62517 2.91080 -0.43676  N5 0.998
14 H 2.26018 1.45863 0.19683  N5 0.999
15 H 1.18120 2.19892 0.99976  N5 1.023

Calculated values
* charge: +1
* E_HOMO (spin up / spin down): -0.5179 / -0.5179 hartree
* gap between HOMO and LUMO (spin up / spin down): 8.36 / 8.36 eV
* LUMO energy (spin up / spin down): -5.733 / -5.734 eV
* spin multiplicity: 1

Run two
This record from the Open Molecules 2025 dataset describes a gas-phase ion, C3H9N2S (charge +1). The level of theory is the ωB97M-V functional and the def2-TZVPD basis.

Each atom is followed by the atoms it is bonded to, with distances in Å.
Atoms and positions in Å:
1 C 0.53636 -1.03051 -1.36351  C3 1.786, N4 1.311, S6 1.717
2 C 0.30750 1.48383 0.94581  N5 1.421, H7 1.169, H8 1.115, H9 1.116
3 C -0.37943 -0.61318 0.11238  C1 1.786, N5 1.377, H10 1.050, H11 1.196
4 N 0.00499 -1.77566 -2.30245  C1 1.311, H12 1.067, H13 1.050
5 N 0.44134 0.07006 0.98143  C2 1.421, C3 1.377, H15 1.033
6 S 2.14644 -0.44024 -1.27797  C1 1.717, H14 1.320
7 H -0.77510 1.88785 1.12039  C2 1.169
8 H 0.72689 1.97243 1.85564  C2 1.115
9 H 0.90951 2.04518 0.19200  C2 1.116
10 H -0.78078 -1.55033 0.36319  C3 1.050
11 H -1.26231 0.09710 -0.27140  C3 1.196
12 H -0.91836 -2.30556 -2.23625  N4 1.067
13 H 0.56207 -1.79703 -3.19226  N4 1.050
14 H 1.88972 0.13272 -0.11727  S6 1.320
15 H 0.69382 -0.51432 1.79449  N5 1.033

Calculated values
* charge: +1
* E_HOMO: -0.5108 hartree
* gap between HOMO and LUMO: 9.77 eV
* LUMO energy: -4.124 eV
* spin multiplicity: 1

Stability ranking, top entry: run two; the second entry is 3.847 eV less favorable.

Run one
This record from the Open Molecules 2025 dataset describes C3H4S2 in the gas phase. The level of theory is the ωB97M-V functional and the def2-TZVPD basis.

Each atom is followed by the atoms it is bonded to, with distances in Å.
Atoms and positions in Å:
1 C -1.31877 1.64251 -0.13173  C2 1.202, H6 1.106
2 C -0.63225 0.66244 -0.01975  C1 1.202, C3 1.459
3 C 0.25374 -0.46786 0.23876  C2 1.459, S4 1.767, S5 1.859, H7 1.142
4 S 1.61152 -0.20034 -0.85966  C3 1.767, H8 1.434
5 S -0.64573 -2.05622 -0.11521  C3 1.859, H9 1.320
6 H -1.92342 2.56829 -0.10631  C1 1.106
7 H 0.60358 -0.33134 1.31759  C3 1.142
8 H 1.72606 1.12505 -0.32461  S4 1.434
9 H 0.32527 -2.94253 0.00093  S5 1.320

Calculated values
* charge: 0
* SMILES: C#CC(S)S
* E_HOMO: -0.3419 hartree
* gap between HOMO and LUMO: 9.93 eV
* LUMO energy: 0.623 eV
* spin multiplicity: 1

Run two
This record from the Open Molecules 2025 dataset describes C3H4S2 in the gas phase. The level of theory is the ωB97M-V functional and the def2-TZVPD basis.

Each atom is followed by the atoms it is bonded to, with distances in Å.
Atoms and positions in Å:
1 C 1.08628 0.17486 0.88817  S2 1.905, C3 1.466, H6 1.164, H7 1.093
2 S 1.38853 -1.31449 -0.26128  C1 1.905, C3 1.774
3 C -0.00215 -0.24384 0.00030  C1 1.466, S2 1.774, C4 1.456, S5 1.895
4 C -1.01853 0.23813 -0.92393  C3 1.456, S5 1.872, H8 1.155, H9 1.132
5 S -1.69539 -1.05931 0.24342  C3 1.895, C4 1.872
6 H 1.83618 1.05703 0.77344  C1 1.164
7 H 1.09079 0.03353 1.97231  C1 1.093
8 H -1.52495 1.25458 -0.71095  C4 1.155
9 H -1.16077 -0.14050 -1.98149  C4 1.132

Calculated values
* charge: 0
* SMILES: C1SC12CS2
* E_HOMO: -0.3143 hartree
* gap between HOMO and LUMO: 9.20 eV
* LUMO energy: 0.642 eV
* spin multiplicity: 1

Run three
This record from the Open Molecules 2025 dataset describes C3H4S2 in the gas phase. The level of theory is the ωB97M-V functional and the def2-TZVPD basis.

Each atom is followed by the atoms it is bonded to, with distances in Å.
Atoms and positions in Å:
1 C 2.16334 -1.09321 0.04216  C2 1.402, H6 1.194, H7 0.985
2 C 0.78777 -1.25467 -0.17644  C1 1.402, C3 1.616, H8 1.280
3 C -0.28552 -0.05250 -0.06159  C2 1.616, S4 1.654, S5 1.827
4 S -1.87723 -0.48898 0.04137  C3 1.654
5 S 0.41416 1.63479 -0.00769  C3 1.827, H9 1.558
6 H 2.52750 -2.22204 0.18301  C1 1.194
7 H 2.61594 -0.26586 0.32523  C1 0.985
8 H 0.42931 -2.46236 0.05279  C2 1.280
9 H 1.84295 1.01969 0.07526  S5 1.558

Calculated values
* charge: 0
* SMILES: C=CC(=S)S
* E_HOMO: -0.3276 hartree
* gap between HOMO and LUMO: 8.04 eV
* LUMO energy: -0.875 eV
* spin multiplicity: 1

Run four
This record from the Open Molecules 2025 dataset describes C3H4S2 in the gas phase. The level of theory is the ωB97M-V functional and the def2-TZVPD basis.

Each atom is followed by the atoms it is bonded to, with distances in Å.
Atoms and positions in Å:
1 C -0.81246 0.03218 0.72543  S2 1.829, C5 1.513, H6 1.165, H7 1.150
2 S -0.40741 1.66923 0.01838  C1 1.829, C3 1.773
3 C 0.84113 0.69637 -0.78086  S2 1.773, S4 1.808, C5 1.685, H8 1.088
4 S 1.86483 -0.42979 0.19513  C3 1.808, C5 1.813
5 C 0.11940 -0.71366 -0.20503  C1 1.513, C3 1.685, S4 1.813, H9 1.081
6 H -1.94776 -0.22523 0.67038  C1 1.165
7 H -0.37183 -0.26325 1.74534  C1 1.150
8 H 0.88895 0.93680 -1.84041  C3 1.088
9 H -0.17486 -1.70266 -0.52837  C5 1.081

Calculated values
* charge: 0
* SMILES: C1S[C@H]2S[C@@H]12
* E_HOMO: -0.3183 hartree
* gap between HOMO and LUMO: 9.25 eV
* LUMO energy: 0.592 eV
* spin multiplicity: 1

Stability ranking, top entry: run two; the second entry is 0.188 eV less favorable.

Run one
This record from the Open Molecules 2025 dataset describes C3H4S2 in the gas phase. The level of theory is the ωB97M-V functional and the def2-TZVPD basis.

Each atom is followed by the atoms it is bonded to, with distances in Å.
Atoms and positions in Å:
1 C -0.25475 2.18761 0.77033  S4 1.550, S5 2.179, H6 1.118
2 C 0.41279 -0.58888 -1.36641  C3 1.431, S5 1.676
3 C 0.14748 -1.73726 -0.55488  C2 1.431, H7 1.242, H8 1.075, H9 1.050
4 S -0.40703 3.67903 1.16568  C1 1.550
5 S 0.21603 1.03974 -1.02091  C1 2.179, C2 1.676
6 H -0.20114 1.48598 1.63942  C1 1.118
7 H 0.13492 -1.41619 0.64488  C3 1.242
8 H 0.79971 -2.58095 -0.69044  C3 1.075
9 H -0.84803 -2.06908 -0.58767  C3 1.050

Calculated values
* charge: 0
* E_HOMO: -0.2847 hartree
* gap between HOMO and LUMO: 6.92 eV
* LUMO energy: -0.826 eV
* spin multiplicity: 1

Run two
This record from the Open Molecules 2025 dataset describes C3H4S2 in the gas phase. The level of theory is the ωB97M-V functional and the def2-TZVPD basis.

Each atom is followed by the atoms it is bonded to, with distances in Å.
Atoms and positions in Å:
1 C 0.34273 -1.11538 -0.05463  C2 1.480, H6 1.068, H7 1.137, H8 1.205
2 C 0.37788 0.35812 0.07536  C1 1.480, S3 1.801, C4 1.374
3 S 1.98015 1.18064 0.09946  C2 1.801
4 C -0.74621 1.13973 -0.03724  C2 1.374, S5 1.677, H9 1.050
5 S -2.37901 0.76297 0.03129  C4 1.677
6 H 1.35295 -1.41851 0.11450  C1 1.068
7 H -0.21889 -1.56108 0.82787  C1 1.137
8 H -0.06488 -1.52673 -1.11180  C1 1.205
9 H -0.64473 2.18025 0.05520  C4 1.050

Calculated values
* charge: 0
* SMILES: CC(=S)C=S
* E_HOMO: -0.3442 hartree
* gap between HOMO and LUMO: 6.64 eV
* LUMO energy: -2.724 eV
* spin multiplicity: 1

Stability ranking, top entry: run two; the second entry is 2.804 eV less favorable.